# 1
Density functional theory data (ωB97M-V/def2-TZVPD) for a 2-piece molecular cluster, C9H11O3 overall at a distorted geometry.

Output
Net charge = -1
Energy relative to the best compared isomer or geometry (same formula, charge and spin) = 122.8 kJ/mol

```
23
Properties=species:S:1:pos:R:3:lowdin_charge:R:1
C 1.66 2.59 -1.95 0.006
C 0.39 2.86 -2.72 -0.599
O -0.67 2.98 -1.93 0.041
O 0.26 2.97 -3.92 0.050
H 1.56 2.51 -0.90 0.051
H 2.14 3.62 -1.87 0.110
H 2.36 1.93 -2.38 0.057
C -0.78 -3.58 1.79 -0.099
C -0.33 0.56 0.58 -0.467
C -1.29 -0.31 -0.12 -0.017
C 0.64 0.01 1.45 -0.050
C -1.37 -1.54 0.46 -0.111
C 0.53 -1.34 1.86 -0.095
C -0.54 -2.13 1.46 -0.337
O -0.38 1.82 0.39 -0.140
H -0.67 2.32 -1.15 0.064
H -1.79 -0.05 -1.02 0.082
H 1.44 0.67 1.69 0.083
H -2.13 -2.28 0.10 0.101
H 1.29 -1.73 2.51 0.087
H -0.28 -3.69 2.75 0.059
H -0.27 -4.21 1.04 0.069
H -1.76 -4.00 1.89 0.055
```

=====

# 2
Density functional theory data (ωB97M-V/def2-TZVPD) for one molecule with the formula C9H11O3P at a distorted geometry.

Output
Net charge = 0
Energy relative to the best compared isomer or geometry (same formula, charge and spin) = 481.2 kJ/mol

```
24
Properties=species:S:1:pos:R:3:lowdin_charge:R:1
C -1.58 -1.81 -0.58 -0.086
C -0.22 -1.60 -0.60 -0.018
C -2.47 -0.76 -0.39 -0.036
C 0.29 -0.30 -0.43 -0.285
C -1.99 0.54 -0.23 -0.296
C -0.63 0.69 -0.25 0.215
C 2.25 1.07 -0.39 -0.295
C -4.16 1.48 0.07 -0.088
C 3.84 -0.59 1.50 -0.221
O 4.81 0.16 -0.96 -0.395
O 1.65 -0.20 -0.43 -0.129
O -2.76 1.64 -0.04 -0.078
P 4.04 0.70 0.17 0.796
H -1.96 -2.81 -0.72 0.107
H 0.49 -2.40 -0.76 0.118
H -3.53 -0.96 -0.37 0.101
H 2.31 1.52 -1.39 0.101
H 1.72 1.74 0.29 0.088
H -4.54 2.47 0.30 0.093
H -4.42 0.79 0.88 0.096
H -4.60 1.13 -0.87 0.097
H 3.14 -0.27 2.27 0.038
H 3.49 -1.50 1.01 0.043
H 4.82 -0.76 1.93 0.034
```

=====

# 3
Density functional theory data (ωB97M-V/def2-TZVPD) for C9H11P as an isolated structure at a distorted geometry.

Output
Net charge = 0
Energy relative to the best compared isomer or geometry (same formula, charge and spin) = 356.6 kJ/mol

```
21
Properties=species:S:1:pos:R:3:lowdin_charge:R:1
C 0.85 2.59 -0.08 -0.112
C 0.08 2.25 1.00 -0.122
C 1.37 1.83 -1.21 -0.112
C -0.61 1.08 1.46 -0.150
C 1.59 0.48 -1.40 -0.123
C -0.58 -0.02 0.77 -0.126
C 1.41 -0.73 -0.62 -0.241
C -0.07 -0.92 -0.30 -0.499
C -2.37 -2.75 0.59 -0.437
P -0.55 -2.38 0.97 0.923
H 1.16 3.68 -0.20 0.114
H 0.04 3.12 1.73 0.115
H 1.95 2.37 -2.11 0.134
H -1.19 1.14 2.42 0.122
H 2.06 0.22 -2.41 0.121
H 1.79 -1.52 -1.10 0.058
H 1.99 -0.82 0.30 0.131
H -0.73 -1.00 -1.16 0.107
H -2.69 -3.64 1.27 0.040
H -2.54 -3.23 -0.41 0.011
H -2.95 -1.75 0.47 0.046
```

=====

# 4
Density functional theory data (ωB97M-V/def2-TZVPD) for one molecule with the formula C9H12BrIO2.

Output
Net charge = 0
Energy relative to the best compared isomer or geometry (same formula, charge and spin) = 35.9 kJ/mol

```
25
Properties=species:S:1:pos:R:3:lowdin_charge:R:1
C 0.48 0.02 -2.84 -0.533
C 1.24 0.46 1.18 -0.145
C -0.52 -1.39 1.14 -0.139
C 0.03 1.38 1.14 -0.274
C -0.98 -0.60 2.37 -0.266
C 0.91 -0.96 0.69 -0.350
C -1.03 0.84 2.02 -0.705
C 1.06 -1.05 -0.79 -0.652
C -0.54 0.99 -3.37 0.027
O 1.38 -0.48 -3.45 0.069
O 0.24 -0.22 -1.52 -0.047
Br 1.46 -2.74 -1.53 0.815
I -2.70 2.00 2.46 0.871
H 2.04 0.87 0.57 0.121
H 1.61 0.40 2.21 0.120
H -0.53 -2.46 1.35 0.119
H -1.22 -1.21 0.32 0.123
H 0.31 2.40 1.45 0.113
H -0.33 1.47 0.11 0.114
H -1.96 -0.96 2.71 0.097
H -0.27 -0.78 3.19 0.126
H 1.64 -1.65 1.12 0.129
H -1.38 1.08 -2.69 0.083
H -0.87 0.66 -4.35 0.091
H -0.07 1.96 -3.49 0.094
```

=====

# 5
Density functional theory data (ωB97M-V/def2-TZVPD) for an isolated ion of composition C9H12ClNP and charge +1 at a distorted geometry.

Output
Structure (SMILES) = ClP[C@H]1[NH2+]CCc2ccccc21
Net charge = +1
Energy relative to the best compared isomer or geometry (same formula, charge and spin) = 72.2 kJ/mol

```
24
Properties=species:S:1:pos:R:3:lowdin_charge:R:1
C 1.90 -0.26 -2.48 -0.023
C 1.30 1.05 -2.58 -0.019
C 1.77 -1.04 -1.31 -0.014
C 0.52 1.48 -1.51 -0.032
C 0.86 -0.64 -0.30 -0.191
C 0.14 0.55 -0.51 -0.222
C 0.67 -1.64 0.78 -0.134
C -0.29 -1.19 1.86 -0.169
C -0.87 0.81 0.56 -0.442
N -1.40 -0.43 1.29 -0.065
P -2.35 2.04 0.10 0.546
Cl -3.58 1.71 1.62 0.252
H 2.48 -0.67 -3.20 0.074
H 1.59 1.69 -3.36 0.094
H 2.10 -2.14 -1.27 0.153
H -0.09 2.40 -1.51 0.100
H 0.19 -2.63 0.50 0.147
H 1.64 -1.98 1.18 0.142
H -0.75 -1.99 2.45 0.140
H 0.21 -0.40 2.54 0.162
H -0.17 1.22 1.55 0.194
H -2.16 -0.98 0.77 0.212
H -2.14 -0.03 2.09 0.153
H -1.59 3.09 0.73 -0.057
```

=====

# 6
Density functional theory data (ωB97M-V/def2-TZVPD) for an isolated ion of composition C9H12IN2 and charge +1 at a distorted geometry.

Output
Energy = -20597.7465 eV
Spin multiplicity = 3
Expectation value of S² = 2.04
Net charge = +1

```
24
Properties=species:S:1:pos:R:3:lowdin_spin:R:1
C 1.82 1.86 -0.31 0.047
C 1.13 0.87 -0.86 0.165
C 2.01 1.87 1.12 0.222
C 0.45 -0.22 -0.11 0.079
C 1.60 0.83 1.92 0.067
C 0.77 -0.22 1.44 0.130
C -1.04 -0.11 -0.68 0.546
C -2.42 -0.10 -2.81 0.020
C 0.40 -1.19 2.42 0.149
N -1.23 -0.34 -2.06 0.242
N -0.45 -2.16 2.11 0.161
I -2.49 0.42 0.71 0.093
H 2.49 2.57 -0.77 -0.001
H 0.95 0.74 -1.90 0.006
H 2.68 2.71 1.51 0.007
H 0.70 -1.25 -0.40 0.033
H 1.68 0.86 3.03 -0.001
H -2.78 -1.00 -3.27 0.005
H -2.31 0.70 -3.48 0.007
H -3.32 0.30 -2.23 0.000
H 0.99 -1.23 3.31 0.004
H -0.46 -2.89 2.76 0.004
H -0.67 -2.38 1.20 0.008
H -0.48 -0.63 -2.67 0.006
```

=====

# 7
Density functional theory data (ωB97M-V/def2-TZVPD) for C9H12IN3O5Pd as an isolated structure at a distorted geometry.

Output
Spin multiplicity = 3
Expectation value of S² = 2.01
Net charge = 0
Energy relative to the best compared isomer or geometry (same formula, charge and spin) = 34.5 kJ/mol

```
31
Properties=species:S:1:pos:R:3:lowdin_spin:R:1
Pd 0.30 -0.02 -0.28 1.461
O -1.39 -1.64 0.12 0.065
C -1.75 -1.42 1.50 0.002
C -0.49 -1.26 2.33 0.006
N 0.22 -0.02 2.03 0.131
C -0.52 1.20 2.38 0.007
C -1.32 1.90 1.22 0.012
O -1.85 2.95 1.52 0.019
O -1.39 1.28 0.10 0.110
C 1.64 -0.01 2.41 0.005
C 2.56 0.45 1.21 0.011
O 3.30 1.39 1.38 0.012
O 2.40 -0.26 0.14 0.103
H -2.06 -1.21 -0.43 0.000
H -2.30 -2.30 1.86 0.001
H -2.38 -0.54 1.59 0.000
H 0.17 -2.10 2.10 0.000
H -0.77 -1.30 3.39 0.004
H 0.16 1.96 2.76 0.000
H -1.26 0.99 3.16 0.002
H 1.97 -1.01 2.66 0.000
H 1.83 0.66 3.24 0.002
I -1.33 -0.31 -6.47 0.001
C -0.23 -0.08 -4.73 0.001
C 1.10 0.23 -4.62 -0.001
N 1.38 0.26 -3.30 0.002
N 0.30 -0.01 -2.56 0.042
C -0.69 -0.22 -3.41 0.001
H 1.84 0.42 -5.38 0.000
H 2.25 0.45 -2.85 0.000
H -1.69 -0.44 -3.07 0.000
```

=====

# 8
Density functional theory data (ωB97M-V/def2-TZVPD) for a 2-piece molecular cluster, C9H12N overall at a distorted geometry.

Output
Net charge = +1
Energy relative to the best compared isomer or geometry (same formula, charge and spin) = 551.3 kJ/mol

```
22
Properties=species:S:1:pos:R:3:lowdin_charge:R:1
C -3.28 0.04 -0.53 0.253
C -2.20 0.18 -0.01 -0.114
C 0.65 1.94 -0.16 0.053
C -0.57 1.83 0.38 0.007
C 1.27 0.65 -0.27 -0.275
C 2.53 0.47 -0.55 0.135
C 0.25 -0.42 0.14 -0.415
C -0.09 -1.21 -1.13 -0.011
C 0.58 -1.34 1.34 0.052
N -0.96 0.43 0.57 -0.056
H -4.09 -0.08 -1.06 0.009
H 1.04 2.84 -0.60 0.143
H -1.18 2.47 0.79 0.090
H 2.86 -0.57 -0.43 0.102
H 3.02 1.32 -0.90 0.077
H -0.92 -1.92 -1.02 0.097
H 0.85 -1.71 -1.37 0.102
H -0.49 -0.64 -1.99 0.113
H -0.10 -2.15 1.23 0.092
H 0.19 -0.61 2.14 0.081
H 1.62 -1.60 1.35 0.101
H -0.99 0.06 2.09 0.365
```

=====

# 9
Density functional theory data (ωB97M-V/def2-TZVPD) for C9H12N2O7Pd as an isolated structure at a distorted geometry.

Output
Energy = -30314.9988 eV
Spin multiplicity = 5
Expectation value of S² = 6.02
Net charge = 0

```
31
Properties=species:S:1:pos:R:3:lowdin_spin:R:1
Pd 0.32 0.02 -1.68 1.741
O -1.16 1.55 -0.81 0.151
C -1.87 1.14 0.36 0.015
C -1.01 0.29 1.30 0.019
N -0.68 -1.02 0.75 0.230
C -1.71 -1.88 0.50 0.241
C -2.34 -1.89 -1.25 0.107
O -3.22 -2.70 -1.27 0.202
O -1.75 -1.08 -1.93 0.171
C 0.62 -1.59 1.04 0.039
C 1.21 -2.45 -0.15 0.037
O 1.89 -3.41 0.14 0.036
O 0.89 -2.02 -1.32 0.464
H -0.40 2.14 -0.52 0.000
H -2.74 0.59 0.02 0.000
H -2.20 2.02 0.91 0.005
H -1.54 0.17 2.26 0.007
H -0.09 0.84 1.50 0.000
H -2.65 -1.62 0.99 0.021
H -1.45 -2.93 0.60 0.016
H 0.59 -2.27 1.90 0.009
H 1.36 -0.81 1.21 0.000
N -0.03 1.03 -4.73 0.069
C 0.20 0.65 -3.67 0.229
C 3.05 2.37 0.92 0.010
C 1.88 1.95 0.06 0.013
O 0.89 2.70 -0.02 0.001
O 1.99 0.81 -0.51 0.163
H 3.26 3.42 0.76 0.002
H 3.93 1.76 0.69 0.000
H 2.78 2.22 1.96 0.000
```

=====

# 10
Density functional theory data (ωB97M-V/def2-TZVPD) for an isolated ion of composition C9H12N2OPS and charge +1 at a distorted geometry.

Output
Net charge = +1
Energy relative to the best compared isomer or geometry (same formula, charge and spin) = 308.9 kJ/mol

```
26
Properties=species:S:1:pos:R:3:lowdin_charge:R:1
C 2.96 0.30 -1.63 -0.086
C 3.30 1.10 -0.48 -0.085
C 2.05 -0.68 -1.57 -0.026
C 2.63 1.03 0.68 -0.183
C 1.23 -0.78 -0.30 -0.693
C 1.51 0.12 0.79 -0.649
C -0.97 -0.27 0.32 -0.328
C -2.94 0.41 1.33 -0.122
C -3.12 -1.41 -0.13 0.031
N -0.14 -1.09 -0.30 0.077
N -2.26 -0.37 0.46 -0.204
O -0.01 2.09 -0.26 -0.295
P -0.13 1.26 1.11 1.094
S 2.10 -1.68 1.14 0.915
H 3.52 0.56 -2.62 0.159
H 4.00 1.97 -0.70 0.143
H 1.92 -1.27 -2.46 0.115
H 2.89 1.50 1.63 0.127
H -2.44 0.40 2.33 0.105
H -3.07 1.51 1.01 0.138
H -4.00 0.11 1.21 0.106
H -2.82 -2.29 0.53 0.138
H -4.11 -1.22 -0.08 0.050
H -2.73 -1.68 -1.16 0.126
H -0.26 -2.17 -0.52 0.235
H 0.89 2.55 -0.34 0.111
```